(1)
50
Properties=species:S:1:pos:R:3:forces:R:3:mulliken_charge:R:1 method="wB97M-V/def2-TZVPD" de_lowest_kcal_mol=106.0 e_lumo_ev="-0.66 / -5.58" multiplicity=2 orbital_gap_ev="9.601 / 4.688" s_squared=0.757 total_energy_ha=-1298.52589 charge=0
O 3.6521 2.0487 2.5850 -0.619 -1.085 -0.382 -0.611
H 3.3748 2.0298 1.6377 0.278 0.032 1.133 0.363
H 3.2139 -1.1378 -0.2853 0.599 -1.636 -0.284 0.371
O -3.7151 -0.6968 2.5617 -1.121 1.982 1.799 -0.586
H -1.4154 0.1900 -1.5795 -0.670 -0.600 0.250 0.323
H 1.6550 -2.5257 0.9540 0.873 2.225 -1.362 0.328
O -0.9988 -3.8071 -0.0633 -3.666 -8.879 1.413 -0.591
H 2.7421 -1.2001 -3.2841 0.439 -1.411 -1.597 0.355
H -0.4044 -3.1811 -0.1722 4.727 4.245 -0.682 0.280
O -4.1349 1.5288 -0.9376 3.521 1.829 2.781 -0.662
H -3.1555 1.2145 -0.9718 -2.977 0.233 -0.257 0.423
H -4.6241 1.1014 -1.5720 -1.255 -1.744 -2.377 0.266
O -0.9149 -1.5851 0.9765 0.946 1.488 4.107 -0.453
H 1.1453 -1.1502 0.2798 2.055 -1.194 0.334 0.208
O 2.6152 -0.3020 3.3800 -2.774 1.903 1.866 -0.764
H 3.5977 -2.3873 4.6983 0.101 0.378 1.060 0.299
H -1.0242 5.0037 -1.3183 -4.049 -0.595 0.529 0.299
O 3.7732 -1.2874 -1.0855 0.587 -3.323 1.858 -0.670
H 1.8847 0.2871 2.1933 -0.697 1.182 -3.504 0.367
H 3.6142 -0.4604 -1.3564 -0.006 5.259 -2.835 0.269
O -2.2617 -0.2630 -1.3671 0.954 1.499 -1.850 -0.697
H 3.2438 -0.7923 2.9483 2.928 -2.202 -2.473 0.301
H -1.1735 4.4979 -3.4499 -1.528 -1.251 -0.427 0.305
O 1.7282 0.7963 1.2216 -2.045 -0.299 3.723 -0.627
H 3.1633 1.2554 2.9621 1.070 1.820 -0.255 0.383
H -4.6109 -0.2445 2.4302 1.843 -1.004 0.030 0.314
O 1.9936 -1.6639 0.5024 -3.707 -1.842 1.869 -0.598
H 1.1946 -0.4163 -3.4323 0.065 -0.544 -1.836 0.338
H 0.9693 1.3997 1.5179 1.512 -0.685 -0.848 0.386
O 2.4824 -1.1957 -4.2416 -0.637 3.751 2.628 -0.674
H -0.2361 -0.9437 1.3675 -1.328 -0.725 -1.046 0.267
H -0.5712 -4.7572 0.1588 -1.190 3.797 -1.030 0.297
O -2.1731 4.3680 -3.4358 2.690 -0.626 -1.683 -0.691
H 1.9671 2.8317 -0.7327 -0.885 0.197 -0.220 0.308
H -2.6722 4.6097 -1.6691 1.073 -0.650 0.224 0.376
O -4.8211 -3.4087 0.4692 1.802 -10.932 5.739 -0.565
H -4.9377 -2.7187 0.0274 -1.396 8.969 -6.434 0.247
H -1.2902 -1.8616 1.8985 0.184 0.195 -2.734 0.234
O 0.5545 -0.0761 -2.8347 -2.084 1.189 2.225 -0.563
H -0.3472 0.0653 -3.1909 1.413 -0.464 -0.428 0.286
H -2.2964 5.2219 -3.0747 -1.203 1.803 0.278 0.367
O 3.4909 -1.5973 5.2811 -0.317 -0.690 -1.720 -0.585
H -4.6206 -4.2160 -0.0834 -0.383 1.981 0.705 0.312
H -2.0565 -0.7865 -0.6225 0.374 -1.187 1.671 0.345
O -2.0482 5.0080 -1.0502 3.039 1.194 1.133 -0.664
H 2.6246 -1.8952 -4.8078 0.869 -2.704 -0.846 0.270
H 3.1728 -0.9372 4.5907 0.341 0.114 1.567 0.501
O 1.0138 2.6208 -0.8406 1.201 -0.460 0.436 -0.560
H 1.0462 1.6741 -0.6047 -0.340 0.417 -0.452 0.281
H -3.4097 -0.2582 3.4221 -0.607 -0.952 -1.795 0.293

=====

(2)
51
Properties=species:S:1:pos:R:3:forces:R:3:mulliken_charge:R:1 method="wB97M-V/def2-TZVPD" de_lowest_kcal_mol=54.7 e_lumo_ev=-0.20 multiplicity=1 orbital_gap_ev=10.565 total_energy_ha=-1299.44273 charge=0
O -3.7044 0.1004 0.4574 -0.017 0.156 -0.604 -0.583
H -3.5449 -0.3911 1.2546 0.048 -0.209 0.492 0.220
H -2.9253 -0.0621 -0.0928 -0.013 0.200 -0.093 0.344
O -1.9956 3.1928 -0.6440 0.052 -0.449 -0.587 -0.522
H -1.1361 2.7575 -0.7549 0.370 0.581 0.605 0.425
H -2.4537 2.6011 -1.2458 -0.972 0.499 0.153 0.250
O -0.1669 -4.1418 -2.5626 0.009 0.201 0.131 -0.632
H -0.2394 -5.0732 -2.7872 -0.021 -0.006 0.034 0.293
H 0.3649 -4.1140 -1.7559 0.043 -0.076 0.022 0.337
O 4.0106 -1.0400 1.3006 -0.047 -0.082 -0.235 -0.634
H 3.7751 -0.4483 0.5788 0.048 0.091 0.048 0.280
H 3.3956 -0.7775 1.9964 0.024 -0.053 0.026 0.319
O -4.3993 -0.0130 -2.6825 0.987 0.089 -0.239 -0.584
H -4.7044 0.5080 -1.9371 -0.570 -0.273 0.028 0.321
H -5.1149 -0.4496 -3.1439 -0.377 0.203 0.312 0.274
O -2.4073 2.9734 2.1389 0.039 0.102 0.217 -0.596
H -3.1307 2.7829 2.7412 0.022 -0.007 0.044 0.270
H -2.8186 3.3532 1.3516 0.247 -0.215 -0.230 0.317
O -2.6504 -2.2373 3.7360 -0.094 0.567 -0.920 -0.611
H -3.4257 -1.7674 3.3999 -0.371 -0.218 0.634 0.334
H -2.0719 -2.0461 2.9843 0.529 -0.363 0.258 0.286
O 1.4971 -4.3397 0.6187 0.287 0.622 0.572 -0.617
H 2.3301 -4.0770 1.0365 0.293 -0.499 -0.379 0.307
H 0.9900 -3.5675 0.9093 -0.644 0.000 -0.394 0.333
O -0.7838 -1.2583 -3.3369 0.159 1.383 0.640 -0.566
H -0.9358 -2.0910 -2.8853 0.142 -0.642 -0.827 0.292
H -0.6943 -1.2694 -4.2881 -0.084 -0.877 0.026 0.250
O 1.6744 -2.5437 3.4929 -0.152 -0.100 -0.068 -0.590
H 1.9119 -3.4763 3.5055 0.184 -0.024 0.055 0.285
H 0.7142 -2.5731 3.5714 -0.013 0.174 -0.009 0.304
O 5.7079 -2.2331 -0.9176 1.143 -0.036 0.003 -0.645
H 5.1830 -2.3695 -1.7028 -0.592 0.075 0.232 0.304
H 5.2041 -1.9822 -0.1404 -0.571 -0.087 -0.135 0.382
O 0.0414 -1.7055 0.6000 -0.043 -0.693 0.349 -0.534
H -0.7278 -1.3250 0.1693 0.303 0.428 -0.182 0.209
H 0.7586 -1.0655 0.6466 -0.284 0.345 -0.037 0.287
O 0.2511 4.8905 -2.4711 0.460 -0.434 -0.078 -0.616
H 0.6876 4.5492 -1.6793 -0.302 0.271 0.213 0.334
H 0.9175 4.5993 -3.1071 -0.236 0.279 -0.297 0.309
O 0.4331 3.1917 0.6373 0.679 -0.797 -0.027 -0.551
H -0.2387 2.8341 1.2311 -0.367 0.600 0.056 0.245
H 0.5097 4.1447 0.7269 -0.307 -0.008 0.310 0.311
O 1.9403 0.7737 2.3093 -0.195 0.223 0.245 -0.571
H 1.6674 1.6926 2.1800 0.063 -0.022 -0.338 0.247
H 1.8480 0.6531 3.2615 0.006 -0.208 -0.023 0.290
O 2.5149 3.8957 -1.0525 0.604 -0.675 0.090 -0.667
H 2.2665 2.9699 -0.9257 -0.497 0.148 0.076 0.288
H 3.4595 3.8365 -0.8661 0.052 0.500 -0.096 0.304
O -1.2111 0.7289 -1.5199 0.357 -0.197 -0.692 -0.560
H -1.8157 1.1907 -2.1099 -0.379 -0.023 0.083 0.249
H -0.7577 0.2182 -2.2261 -0.002 -0.463 0.538 0.276